A cluster of 3 separate species, C4H17N2O2 in total at a distorted geometry. Source: the Open Molecules 2025 dataset; level of theory: ωB97M-V with the def2-TZVPD basis set.

Results
- E_tot (Ha) = -422.3485
- charge = +1
- energy relative to the best compared isomer or geometry (same formula, charge and spin) (kcal per mole) = 27.7
- F_max (Eh/bohr) = 0.029
- spin multiplicity = 1

```
25
C4H17N2O2 ωB97M-V with the def2-TZVPD basis set
N 0.9789 1.8762 -0.4544
C 0.4439 0.9286 -1.4877
C 0.3017 -0.4594 -0.7839
N 0.4069 -0.3624 0.6372
C -0.8812 -0.0993 1.2907
C -0.6998 0.0978 2.7975
H 0.4947 2.7649 -0.4782
H 1.9810 2.0597 -0.5658
H 0.9392 1.2905 0.4353
H -0.5456 1.3059 -1.7064
H 1.1148 0.8917 -2.3259
H 1.0031 -1.1701 -1.2067
H -0.6287 -0.8924 -1.1533
H 0.9102 -1.0900 1.1377
H -1.5876 -0.9134 1.1093
H -1.3115 0.7821 0.7906
H 0.3256 -0.1691 3.0618
H -0.8547 1.1313 3.0840
H -1.2850 -0.6156 3.3794
H -3.3934 1.5279 -2.6757
H -3.2291 0.0368 -3.0027
O -2.8199 0.7695 -2.5303
H 3.1614 -2.5218 0.3103
H 1.9791 -3.3883 0.8492
O 2.3699 -2.5020 0.8555
```

Results of the Mulliken charge analysis, in e, for atoms 1 through 4:
1 N -0.228
2 C -0.520
3 C -0.367
4 N -0.524